A structure of composition C18H15BrN8O4RuS. Source: OMol25; level of theory: ωB97M-V/def2-TZVPD.

Cartesian coordinates (Å):
Ru: 0.2891 1.1739 0.2579
N: 1.3203 4.0166 3.4514
C: 1.0734 2.9733 2.5895
S: 0.3170 3.3757 1.0788
N: 1.4243 1.7944 2.9953
N: 1.0802 0.7665 2.1212
C: 1.1713 -0.4052 2.6238
C: 0.8967 -1.6413 1.9316
C: 0.7965 -2.8134 2.6901
C: 0.5279 -4.0294 2.1003
C: 0.3607 -4.0824 0.7151
C: 0.4722 -2.9494 -0.0613
C: 0.7488 -1.7022 0.5256
O: 0.9042 -0.6559 -0.2564
H: 1.3974 4.9239 3.0258
H: 1.9877 3.8126 4.1776
H: 1.4734 -0.4598 3.6673
H: 0.9242 -2.7457 3.7653
H: 0.4368 -4.9244 2.7015
H: 0.1293 -5.0291 0.2403
H: 0.3099 -2.9633 -1.1305
Br: 3.9327 1.2572 0.6868
C: 3.1717 1.4802 -1.0217
C: 4.0120 1.4544 -2.1225
C: 3.4587 1.6723 -3.3726
C: 2.0997 1.9145 -3.4741
C: 1.3347 1.8939 -2.3249
N: 1.8663 1.6779 -1.1078
C: -0.1816 2.0802 -2.4194
O: -0.6448 2.5077 -3.4602
O: -0.8359 1.7396 -1.3645
H: 5.0659 1.2675 -1.9845
H: 4.0861 1.6497 -4.2543
H: 1.5962 2.1028 -4.4106
C: -3.6554 -2.2844 -1.6102
C: -2.6657 -1.1545 -1.8020
N: -3.1712 0.0982 -1.6997
O: -1.4902 -1.3625 -2.0526
H: -4.5214 -1.9831 -1.0210
H: -3.1424 -3.1114 -1.1233
H: -3.9926 -2.6204 -2.5922
H: -4.0503 0.2352 -1.2258
H: -2.4927 0.8514 -1.6898
N: -1.4199 0.5972 1.1581
C: -2.4899 0.2850 1.4818
N: -3.6326 -0.0738 1.9481
C: -4.6644 -0.2226 1.1485
N: -5.6140 -0.3878 0.5003

HOMO energy (alpha / beta) = -0.187 / -0.182 hartree
Energy above the lowest of the compared OMol25 structures with the same formula, charge and spin = 0.000 eV
Gap between HOMO and LUMO (alpha / beta) = 7.4 / 7.0 eV
Net charge = -1
Expectation value of S² = 0.75
2S+1 = 2

An isolated molecule of C18H15F5N4O3. Source: OMol25; level of theory: ωB97M-V/def2-TZVPD.

Cartesian coordinates (Å):
C: -1.1693 -7.7403 0.4129
O: -0.1188 -7.0729 -0.2863
C: -0.4617 -5.8540 -0.8231
C: -0.6694 -5.6495 -2.1944
N: -0.8665 -4.4456 -2.6089
C: -0.8470 -3.3987 -1.7374
C: -0.7698 -1.9672 -2.2845
O: -0.9954 -1.6887 -3.4828
O: -0.4360 -1.0724 -1.3457
C: -0.4607 0.2842 -1.4202
C: -1.2344 1.1325 -2.2270
C: -1.1168 2.4593 -2.1783
C: -0.1667 3.0685 -1.3392
F: -0.3791 4.4135 -1.4663
C: 0.6119 2.3120 -0.4452
C: 1.5408 2.8530 0.5826
C: 3.0196 2.7243 0.1907
F: 3.3791 3.6877 -0.6543
F: 3.4368 1.5398 -0.4349
N: 1.1565 4.3056 0.7543
C: 0.1460 4.4874 1.4489
N: -0.1375 5.7357 1.3454
C: -0.5849 3.6645 2.3840
C: -0.0371 2.3040 2.5064
C: 1.4711 2.1868 2.0496
F: 1.9378 0.8665 2.0384
F: 2.2813 2.9264 2.8650
C: 0.5397 0.8589 -0.6330
N: -0.7322 -3.6309 -0.4455
C: -0.6363 -4.8319 0.0004
H: -2.0504 -7.0440 0.4302
H: -1.4501 -8.6770 -0.0825
H: -0.9590 -7.9306 1.5165
H: -0.6267 -6.3860 -2.9273
H: -1.9649 0.5322 -2.7098
H: -1.9201 2.9784 -2.7390
H: 3.6205 2.7410 1.1898
H: 0.6591 6.2456 0.9643
H: -0.6695 6.1712 2.0642
H: -1.5458 3.5897 1.8939
H: -0.7655 4.0952 3.3856
H: 0.0438 2.0168 3.5585
H: -0.6412 1.6622 1.8393
H: 1.2767 0.4064 -0.0146
H: -0.7081 -4.8595 1.0594

HOMO energy = -0.328 hartree
Energy above the lowest of the compared OMol25 structures with the same formula, charge and spin = 2.873 eV
Structure (SMILES) = COc1cnc(C(=O)Oc2ccc(F)c([C@@]3(C(F)F)N=C(N)CCC3(F)F)c2)nc1
Gap between HOMO and LUMO = 8.7 eV
Net charge = 0

A structure of composition C18H15I3O3RhS. Source: OMol25; level of theory: ωB97M-V/def2-TZVPD.

Cartesian coordinates (Å):
Rh: 2.1587 0.3113 0.2344
I: 6.8684 1.1189 -0.6952
C: 6.6076 -0.8564 0.0083
I: 4.6318 -1.3741 0.6435
H: 7.2491 -0.9998 0.8683
H: 6.8619 -1.5388 -0.7924
I: 3.3028 2.3078 -0.9639
C: 1.5700 3.4575 -0.8263
C: 1.4974 4.6974 -1.3857
C: 0.3317 5.4584 -1.1766
C: -0.6791 4.9624 -0.4041
C: -0.5991 3.6767 0.1818
C: -1.6285 3.1760 1.0121
C: -1.5102 1.9447 1.5838
C: -0.3840 1.1391 1.3162
C: 0.6327 1.5738 0.5118
C: 0.5525 2.8786 -0.0522
H: 2.3130 5.1005 -1.9712
H: 0.2545 6.4405 -1.6217
H: -1.5657 5.5559 -0.2208
H: -2.5010 3.7908 1.1916
H: -2.2841 1.5674 2.2387
H: -0.3233 0.1653 1.7725
C: -4.6459 -4.0236 -0.0462
C: -3.2279 -3.5350 -0.0579
C: -2.3602 -3.8769 -1.0948
C: -1.0559 -3.4208 -1.1139
C: -0.6239 -2.5874 -0.0877
C: -1.4571 -2.2467 0.9691
C: -2.7526 -2.7288 0.9766
S: 1.0231 -2.0369 -0.1640
O: 1.8486 -3.0987 -0.6223
O: 1.1187 -0.7907 -1.0538
O: 1.4004 -1.3982 1.1581
H: -4.7883 -4.8499 -0.7396
H: -5.3220 -3.2180 -0.3390
H: -4.9392 -4.3512 0.9507
H: -2.7068 -4.5225 -1.8912
H: -0.3788 -3.7085 -1.9068
H: -1.0860 -1.6705 1.8014
H: -3.4032 -2.4898 1.8084

HOMO energy = -0.419 hartree
Energy above the lowest of the compared OMol25 structures with the same formula, charge and spin = 0.869 eV
Gap between HOMO and LUMO = 6.3 eV
Net charge = +1

A structure of composition C18H15N2O5PtSSbSe4. Source: OMol25; level of theory: ωB97M-V/def2-TZVPD.

Cartesian coordinates (Å):
Pt: -2.9839 -0.1829 -0.0361
C: -0.9133 1.8812 2.3380
C: -2.0499 2.4423 1.5693
N: -2.8722 1.7420 0.8167
C: -3.7726 2.6114 0.2694
C: -3.5088 3.8744 0.7087
N: -2.4139 3.7448 1.5340
C: -4.1252 5.1927 0.4615
O: -5.1645 5.1996 -0.3325
O: -3.6599 6.1864 0.9932
C: -4.7378 2.1113 -0.7500
O: -5.6152 2.9113 -1.1634
O: -4.5675 0.9213 -1.1009
H: -0.4769 1.0728 1.7501
H: -1.2510 1.4757 3.2931
H: -0.1564 2.6443 2.5250
H: -1.9803 4.5232 2.0011
H: -5.3743 4.2346 -0.7010
Se: -3.4319 -5.2267 1.3963
Sb: -2.0668 -3.6714 0.2096
Se: -3.1629 -2.1542 -1.4017
Se: -1.7006 -1.5452 1.5283
Se: -0.1792 -4.7003 -0.9152
O: 0.5953 0.4281 -0.7204
S: 0.8140 -1.0435 -0.7289
C: 1.8755 -1.3878 0.6829
C: 1.9263 -2.6720 1.2049
C: 2.7235 -2.9132 2.3152
C: 3.4432 -1.8803 2.9021
C: 3.3630 -0.5952 2.3810
C: 2.5748 -0.3453 1.2676
C: 2.0900 -1.3026 -1.9884
C: 2.1141 -0.3697 -3.0160
C: 3.0121 -0.5203 -4.0631
C: 3.8785 -1.6035 -4.0883
C: 3.8382 -2.5406 -3.0638
C: 2.9442 -2.3952 -2.0133
H: 1.3216 -3.4579 0.7600
H: 2.7566 -3.9105 2.7364
H: 4.0541 -2.0740 3.7759
H: 3.9085 0.2152 2.8507
H: 2.4720 0.6517 0.8552
H: 1.4341 0.4714 -2.9702
H: 3.0312 0.2111 -4.8622
H: 4.5816 -1.7216 -4.9042
H: 4.5024 -3.3962 -3.0805
H: 2.9102 -3.1368 -1.2262

HOMO energy = -0.065 hartree
Energy above the lowest of the compared OMol25 structures with the same formula, charge and spin = 0.000 eV
Gap between HOMO and LUMO = 5.9 eV
Net charge = -2

An isolated molecule of C18H15N3O3S. Source: OMol25; level of theory: ωB97M-V/def2-TZVPD.

Cartesian coordinates (Å):
C: 3.9317 -6.3369 -3.2225
C: 3.6550 -4.8881 -3.0456
C: 4.2357 -3.7813 -3.6012
C: 3.5602 -2.6668 -3.0627
C: 2.6071 -3.1730 -2.2095
C: 1.6361 -2.5076 -1.3895
N: 0.7718 -3.0922 -0.6023
C: 0.0581 -2.0848 -0.0181
C: -0.9789 -2.1254 0.9081
C: -1.5078 -0.9283 1.3366
C: -1.0416 0.3070 0.8572
N: -1.6601 1.4891 1.3013
S: -0.7573 2.8887 1.6104
O: 0.0859 2.6879 2.7537
O: -0.1491 3.3240 0.3912
C: -2.1050 3.9817 2.0362
C: -2.3317 4.3072 3.3587
C: -3.3904 5.1442 3.6738
C: -4.2025 5.6378 2.6646
C: -3.9624 5.3037 1.3401
C: -2.9044 4.4687 1.0208
C: -0.0145 0.3718 -0.0709
C: 0.5251 -0.8318 -0.4882
N: 1.5313 -1.1333 -1.3637
O: 2.6716 -4.5216 -2.2055
H: 4.7620 -6.4735 -3.9086
H: 4.1766 -6.7932 -2.2646
H: 3.0522 -6.8439 -3.6172
H: 5.0429 -3.7651 -4.3046
H: 3.7571 -1.6363 -3.2793
H: -1.3459 -3.0677 1.2803
H: -2.3102 -0.9286 2.0613
H: -2.2861 1.3206 2.0766
H: -1.6702 3.9102 4.1126
H: -3.5794 5.4123 4.7021
H: -5.0261 6.2911 2.9114
H: -4.5968 5.6955 0.5597
H: -2.6777 4.1938 0.0034
H: 0.3441 1.3205 -0.4302
H: 2.0935 -0.4766 -1.8760

HOMO energy = -0.274 hartree
Energy above the lowest of the compared OMol25 structures with the same formula, charge and spin = 2.091 eV
Structure (SMILES) = Cc1ccc(-c2nc3ccc(NS(=O)(=O)c4ccccc4)cc3[nH]2)o1
Gap between HOMO and LUMO = 7.9 eV
Net charge = 0

A structure of composition C18H15PS4SnTe4. Source: OMol25; level of theory: ωB97M-V/def2-TZVPD.

Cartesian coordinates (Å):
Sn: 0.0648 2.3936 -0.0937
Te: 3.1801 2.8037 -0.4951
Te: 3.7604 5.4774 -0.6625
Te: 1.4499 6.9185 -0.4940
Te: -0.8073 5.2133 -0.1533
S: -2.4744 3.1777 -0.6838
S: -3.5172 0.2613 0.4382
S: -3.0176 1.2889 2.1177
S: -2.2080 3.3890 1.3736
C: -1.4644 -4.7617 1.0049
C: -1.8303 -3.8424 1.9817
C: -1.6246 -2.4875 1.7767
C: -1.0626 -2.0287 0.5871
C: -0.7128 -2.9534 -0.3926
C: -0.9065 -4.3145 -0.1832
P: -0.8077 -0.2099 0.3909
C: -0.7181 0.0279 -1.4827
C: -1.8298 0.1017 -2.3147
C: -1.7984 0.8700 -3.4735
C: -0.6593 1.5728 -3.8320
C: 0.5147 1.3823 -3.1159
C: 0.4946 0.5870 -1.9759
C: 1.0344 -0.1004 0.9582
C: 2.1041 -0.9571 0.7438
C: 3.2650 -0.8384 1.5100
C: 3.3407 0.0820 2.5396
C: 2.2502 0.8987 2.8293
C: 1.1231 0.8061 2.0366
H: -1.6211 -5.8216 1.1687
H: -2.2846 -4.1823 2.9049
H: -1.9163 -1.7647 2.5300
H: -0.2949 -2.6031 -1.3291
H: -0.6214 -5.0234 -0.9524
H: -2.7361 -0.4247 -2.0485
H: -2.6980 0.9505 -4.0720
H: -0.6791 2.2482 -4.6782
H: 1.4514 1.8197 -3.4366
H: 1.4056 0.2709 -1.4829
H: 2.0378 -1.7240 -0.0212
H: 4.0989 -1.5052 1.3220
H: 4.2471 0.1548 3.1285
H: 2.2803 1.5941 3.6576
H: 0.1872 1.2531 2.3737

HOMO energy = -0.019 hartree
Energy above the lowest of the compared OMol25 structures with the same formula, charge and spin = 3.464 eV
Gap between HOMO and LUMO = 4.8 eV
Net charge = -2

Taking the records one at a time from the top gives energy values of -122484.985, -44596.057, -63189.506, -314138.941, -40357.254, -106544.882 eV.